# C3H3Br2N

C3H3Br2N as an isolated structure in a non-equilibrium geometry (wB97M-V/def2-TZVPD, the OMol25 dataset).

Geometry as XYZ:
```
9
C3H3Br2N, DFT wB97M-V/def2-TZVPD
Br 1.985 -1.468 -0.073
Br -2.468 -0.885 -0.182
N -0.553 1.213 0.503
C -0.727 -0.278 0.579
C 0.445 -0.428 -0.375
C 0.499 1.089 -0.193
H -0.504 -0.567 1.696
H 0.240 -0.519 -1.463
H 1.084 1.843 -0.492
```

Properties
**Kohn-Sham gap**: 0.395 Ha
**Calculated total energy**: -144732.607 eV
**Highest occupied orbital energy**: -10.17 eV

=====

# C29H28ClN4O6SV

C29H28ClN4O6SV as an isolated structure (wB97M-V/def2-TZVPD, the OMol25 dataset).

Geometry as XYZ:
```
70
C29H28ClN4O6SV, DFT wB97M-V/def2-TZVPD
V 0.430 0.607 -0.788
Cl 3.982 -4.691 0.245
S -0.312 -0.908 -1.837
O 2.149 0.825 -1.575
O -0.409 2.010 -1.547
O 1.107 -0.395 0.666
O 0.322 0.371 4.719
O 2.300 2.334 0.045
O 4.882 0.737 -1.816
N -2.701 -0.263 0.543
N -4.709 -0.919 -0.759
N 0.010 0.887 2.172
N -0.330 1.524 0.995
C -3.637 -0.568 -0.063
C 1.337 -0.950 2.971
C 4.799 -2.128 0.499
C 4.114 -1.460 -2.082
C 1.087 -0.659 4.322
C 5.673 0.155 1.012
C -0.991 3.168 -1.261
C -2.287 5.578 -0.717
C -1.956 4.723 0.312
C 4.280 1.865 -1.212
C 1.648 -1.467 5.310
C -6.078 -2.281 -2.982
C -0.933 2.644 1.141
C -6.195 -0.782 -2.674
C -5.231 -2.288 -0.604
C 0.794 -0.108 1.905
C -1.307 3.512 0.056
C 2.124 -2.057 2.640
C -1.964 5.226 -2.027
C 2.427 -2.552 4.960
C 3.898 -2.752 -1.644
C 2.667 -2.859 3.622
C 4.246 -3.073 -0.343
C -5.204 -3.007 -1.944
C 4.675 -0.506 -1.245
C -1.326 4.033 -2.304
C -4.914 -0.250 -2.056
C 5.033 -0.824 0.065
C 2.816 1.691 -0.854
H -4.972 0.825 -1.880
H 3.270 -3.714 3.351
H -7.076 -2.721 -3.012
H 3.459 -3.496 -2.294
H -7.015 -0.598 -1.975
H -1.073 3.745 -3.316
H 4.939 0.841 1.442
H -5.535 -4.037 -1.811
H -6.249 -2.246 -0.207
H -5.647 -2.421 -3.975
H 2.298 -2.267 1.594
H -4.167 -3.053 -2.284
H 6.442 0.746 0.514
H -4.063 -0.434 -2.721
H -0.036 0.812 3.921
H 4.794 2.200 -0.312
H -2.218 5.893 -2.841
H -1.138 2.970 2.158
H 4.344 2.670 -1.947
H 6.138 -0.381 1.838
H 2.852 -3.171 5.740
H -6.423 -0.219 -3.579
H 3.836 -1.158 -3.083
H -4.612 -2.800 0.131
H 1.447 -1.223 6.344
H -2.787 6.514 -0.510
H -2.194 4.981 1.337
H 5.065 -2.406 1.510
```

Properties
**Kohn-Sham gap**: 0.255 Ha
**Calculated total energy**: -97820.015 eV
**Highest occupied orbital energy**: -8.19 eV

=====

# C2H8N4

A 2-piece molecular cluster, C2H8N4 overall in a non-equilibrium geometry (wB97M-V/def2-TZVPD, the OMol25 dataset).

Geometry as XYZ:
```
14
C2H8N4, DFT wB97M-V/def2-TZVPD
N 0.857 -1.795 0.335
N -0.661 -2.489 -1.291
N -1.362 2.250 1.144
N 0.835 1.600 0.593
C -0.269 2.448 0.468
C 0.536 -1.884 -0.900
H 1.131 -1.575 -1.771
H 1.893 -1.878 0.439
H -1.954 3.059 0.886
H 0.651 0.665 1.012
H -0.859 -2.589 -2.248
H -0.204 3.223 -0.294
H 1.383 1.523 -0.282
H -1.331 -2.775 -0.619
```

Properties
**2S+1**: 2
**Net charge**: +1
**Kohn-Sham gap (spin up / spin down)**: 0.431 / 0.133 Ha
**Calculated total energy**: -8154.284 eV
**Highest occupied orbital energy (spin up / spin down)**: -14.83 / -12.69 eV

=====

# C36H39HgN3O3Te

C36H39HgN3O3Te as an isolated structure (wB97M-V/def2-TZVPD, the OMol25 dataset).

Geometry as XYZ:
```
83
C36H39HgN3O3Te, DFT wB97M-V/def2-TZVPD
Hg -0.193 -0.203 -0.325
Te -1.119 3.030 -2.578
O 2.160 0.452 0.830
O 0.480 -1.000 -2.896
O -2.521 0.637 0.180
N -1.281 -1.809 1.099
N 0.179 1.088 -1.953
N 1.291 -2.110 0.113
C 2.477 6.001 -0.913
C 3.967 1.324 -0.407
C 1.814 5.139 -0.059
C -2.702 5.072 -4.479
C 5.164 -0.097 -1.968
C 0.519 0.263 -2.935
C 0.934 5.094 -4.243
C 2.364 -2.101 -0.580
C -2.498 5.980 -2.265
C 0.476 4.253 -1.864
C 0.826 4.258 -0.505
C 4.963 1.148 -1.328
C -5.056 1.425 2.611
C -2.280 -1.688 1.898
C -3.225 -0.615 2.060
C 2.153 5.955 -2.262
C -3.257 0.531 1.190
C -4.656 8.342 -4.354
C -2.024 5.947 -0.830
C 3.057 0.268 -0.036
C -4.127 -0.714 3.136
C -4.216 1.553 1.540
C 1.176 5.095 -2.753
C -3.293 7.062 -2.658
C 0.203 3.347 0.513
C -3.798 7.172 -3.943
C -2.432 4.007 -5.520
C -2.171 4.963 -3.176
C 1.026 0.880 -4.240
C -3.493 6.159 -4.844
C -5.035 0.273 3.433
C 3.528 6.956 -0.404
C 0.434 -3.265 0.127
C 3.261 -0.986 -0.728
C 4.308 -1.125 -1.655
C -0.524 -3.052 1.278
H -2.836 4.303 -6.492
H 0.186 1.037 -4.922
H 3.286 7.987 -0.675
H -1.036 6.406 -0.728
H -2.887 3.055 -5.238
H -5.755 2.226 2.835
H 1.508 1.843 -4.064
H -0.123 -3.338 -0.816
H 0.075 -2.978 2.193
H 5.946 -0.224 -2.706
H -2.719 6.486 -0.181
H -3.539 7.829 -1.926
H -5.713 0.175 4.272
H 0.256 3.789 1.511
H -0.838 3.106 0.279
H 1.732 5.634 -4.757
H 4.420 -2.085 -2.154
H -5.583 8.008 -4.826
H -1.938 4.920 -0.474
H -1.362 3.819 -5.622
H 2.663 -3.012 -1.123
H 3.804 2.288 0.064
H -0.020 5.563 -4.489
H 0.892 4.070 -4.620
H 1.727 0.184 -4.701
H 2.683 6.600 -2.959
H -4.242 2.426 0.898
H 4.509 6.728 -0.828
H 3.611 6.901 0.682
H -4.919 8.955 -3.490
H 2.067 5.135 0.998
H 5.605 1.986 -1.584
H -2.457 -2.517 2.600
H -1.198 -3.910 1.383
H -3.884 6.213 -5.858
H -4.138 8.984 -5.073
H 0.984 -4.205 0.268
H -4.088 -1.609 3.753
H 0.760 2.408 0.538
```

Properties
**Net charge**: -2
**Kohn-Sham gap**: 0.211 Ha
**Calculated total energy**: -60045.775 eV
**Highest occupied orbital energy**: -1.52 eV

=====

Repeat the third record exactly.
# C2H8N4

A 2-piece molecular cluster, C2H8N4 overall in a non-equilibrium geometry (wB97M-V/def2-TZVPD, the OMol25 dataset).

Geometry as XYZ:
```
14
C2H8N4, DFT wB97M-V/def2-TZVPD
N 0.857 -1.795 0.335
N -0.661 -2.489 -1.291
N -1.362 2.250 1.144
N 0.835 1.600 0.593
C -0.269 2.448 0.468
C 0.536 -1.884 -0.900
H 1.131 -1.575 -1.771
H 1.893 -1.878 0.439
H -1.954 3.059 0.886
H 0.651 0.665 1.012
H -0.859 -2.589 -2.248
H -0.204 3.223 -0.294
H 1.383 1.523 -0.282
H -1.331 -2.775 -0.619
```

Properties
**2S+1**: 2
**Net charge**: +1
**Kohn-Sham gap (spin up / spin down)**: 0.431 / 0.133 Ha
**Calculated total energy**: -8154.284 eV
**Highest occupied orbital energy (spin up / spin down)**: -14.83 / -12.69 eV

=====

Question: The highest calculated total energy belongs to which entry?
Answer: C2H8N4

=====

Question: Which value of calculated total energy does entry 4 give?
Answer: -60045.775 eV